{
  "formula": "C31H29KN8S",
  "method": "ωB97M-V with the def2-TZVPD basis set",
  "total_energy_ev": -71699.5297,
  "symbols": ["K", "C", "N", "C", "C", "C", "C", "C", "C", "N", "C", "C", "C", "C", "C", "C", "N", "C", "C", "C", "C", "C", "N", "H", "H", "H", "H", "H", "H", "H", "H", "H", "H", "H", "H", "H", "H", "H", "H", "H", "H", "N", "C", "S", "N", "N", "C", "C", "C", "C", "C", "C", "C", "C", "C", "C", "C", "C", "N", "H", "H", "H", "H", "H", "H", "H", "H", "H", "H", "H"],
  "positions_angstrom": [[0.328490, 0.127357, 0.250673], [3.541490, -0.155743, 0.941173], [2.549790, 0.754357, 1.488173], [2.267790, 0.471457, 2.878173], [1.544790, -0.812843, 3.164573], [1.539490, -1.309943, 4.468173], [0.739790, -2.396143, 4.766573], [-0.021410, -2.961643, 3.754573], [0.082290, -2.421843, 2.483773], [0.845090, -1.380243, 2.196973], [2.932990, 2.140457, 1.305773], [2.365490, 2.811657, 0.082073], [2.801490, 4.097557, -0.239627], [2.188490, 4.777057, -1.274527], [1.164190, 4.144257, -1.965327], [0.832090, 2.851957, -1.599627], [1.410990, 2.206057, -0.600927], [3.754890, 0.133857, -0.514527], [4.905790, 0.776657, -0.963527], [5.041290, 1.032557, -2.316127], [4.008990, 0.670357, -3.164927], [2.891590, 0.060157, -2.614927], [2.775590, -0.218643, -1.331127], [3.162290, -1.172043, 1.054173], [4.506090, -0.070743, 1.477573], [1.591790, 1.255757, 3.230073], [3.183390, 0.511057, 3.496273], [2.139490, -0.840843, 5.233773], [0.710490, -2.795143, 5.770473], [-0.681210, -3.793543, 3.947173], [-0.476710, -2.828743, 1.653873], [4.028090, 2.263357, 1.300173], [2.559490, 2.721357, 2.153473], [3.582690, 4.563057, 0.343573], [2.483190, 5.788257, -1.520627], [0.642190, 4.636557, -2.770027], [0.048990, 2.313357, -2.118527], [5.684090, 1.065057, -0.269927], [5.930890, 1.515057, -2.696327], [4.068690, 0.847857, -4.227327], [2.050890, -0.227943, -3.229527], [-3.401310, 1.485957, 2.998273], [-2.507910, 1.209457, 1.995573], [-1.080110, 2.101757, 1.991573], [-2.943810, 0.310857, 1.139873], [-2.117710, -0.233743, 0.253873], [-2.668010, -0.933943, -0.694527], [-4.143810, -1.065643, -0.798027], [-4.746810, -2.286843, -0.516627], [-6.123510, -2.414043, -0.562027], [-6.909810, -1.324143, -0.892827], [-6.316610, -0.103543, -1.166727], [-4.940110, 0.028857, -1.110327], [-1.835910, -1.635743, -1.638727], [-2.401810, -2.226443, -2.786727], [-1.591810, -2.914243, -3.659327], [-0.230510, -3.004643, -3.387427], [0.243890, -2.360443, -2.254627], [-0.516710, -1.699643, -1.406027], [-3.314110, 2.390957, 3.429473], [-4.333710, 1.129357, 2.868073], [-4.125110, -3.131343, -0.254127], [-6.581910, -3.366843, -0.338327], [-7.985810, -1.423543, -0.922527], [-6.928110, 0.748957, -1.425927], [-4.470610, 0.980857, -1.313327], [-3.459410, -2.119743, -2.974727], [-2.008910, -3.372543, -4.546027], [0.435990, -3.548443, -4.040727], [1.297790, -2.371943, -2.010827]],
  "atomic_forces_ev_per_a": [[0.2, -0.2, -0.6], [0.1, -0.1, 0.1], [0.4, 0.1, 0.3], [0.1, 0.2, 0.3], [0.1, -0.2, 0.5], [0.0, 0.0, -0.1], [0.0, 0.0, -0.1], [0.0, 0.0, 0.0], [-0.2, -0.4, 0.2], [0.3, -0.2, 0.2], [0.1, 0.2, 0.2], [0.1, 0.5, -0.2], [-0.1, 0.0, 0.0], [-0.1, -0.1, 0.1], [0.1, 0.0, -0.1], [-0.1, 0.4, -0.2], [0.4, 0.5, -0.1], [0.6, 0.0, 0.1], [-0.1, -0.1, 0.0], [-0.1, 0.0, 0.0], [0.0, 0.0, 0.0], [0.2, 0.0, -0.3], [-0.3, -0.4, 0.1], [0.1, 0.0, 0.0], [-0.1, 0.0, 0.0], [0.0, 0.0, 0.1], [-0.1, 0.0, 0.0], [0.1, 0.1, 0.0], [0.0, 0.0, 0.1], [0.0, -0.1, 0.0], [-0.1, -0.1, -0.1], [0.0, 0.0, 0.1], [0.0, 0.0, 0.0], [0.1, 0.0, 0.0], [0.0, 0.0, 0.0], [-0.1, 0.0, -0.1], [-0.1, 0.0, -0.1], [0.0, 0.0, 0.1], [0.0, 0.0, 0.0], [0.0, 0.0, -0.1], [-0.1, 0.0, -0.2], [-0.2, 0.0, 0.0], [0.0, 0.1, 0.1], [0.8, 0.6, 0.1], [-1.3, -0.7, 0.1], [-0.4, -0.1, -0.3], [-0.7, 0.7, 1.0], [-0.1, -0.1, 0.2], [0.1, 0.2, -0.1], [-0.1, -0.1, 0.0], [-0.1, 0.0, 0.1], [0.0, 0.1, -0.1], [0.0, -0.1, -0.1], [0.3, -0.5, -0.9], [0.0, 0.3, 0.4], [0.3, -0.1, 0.0], [-0.1, 0.0, -0.1], [0.3, -0.3, -0.4], [-0.4, -0.2, 0.0], [0.1, -0.1, 0.0], [0.0, -0.1, -0.1], [0.0, -0.1, 0.0], [-0.1, -0.1, 0.0], [-0.1, 0.0, 0.0], [0.0, 0.1, 0.0], [0.0, 0.1, 0.0], [0.0, 0.0, 0.0], [0.0, 0.0, 0.0], [0.1, 0.0, 0.0], [0.2, -0.1, 0.0]]
}